DFT (ωB97M-V with the def2-TZVPD basis set) results for C4H6N4 as an isolated structure in a non-equilibrium geometry.

The geometry in XYZ format:
```
14
Properties=species:S:1:pos:R:3:forces:R:3:mulliken_charge:R:1
C 0.115 0.407 -1.012 1.58 -0.06 6.10 0.3599
C 1.232 -0.399 -0.072 1.29 -1.28 -3.38 -0.7480
C 0.075 -0.614 0.987 2.95 0.74 3.80 0.1380
C -0.564 0.290 0.338 -5.15 3.35 -2.65 -0.1448
H 0.039 -0.265 -2.970 -0.10 0.43 1.42 0.2038
H -1.482 -0.203 -2.298 2.04 0.37 1.36 0.2086
H 0.392 1.391 -1.085 1.13 2.73 -0.56 0.3414
H 1.677 -1.188 -0.742 -1.31 -0.65 1.10 0.3196
H 2.237 0.068 0.041 -1.26 0.85 1.22 0.3018
H -0.021 -0.708 3.106 1.06 -3.28 5.93 0.1451
N -0.446 -0.170 -2.057 -3.34 -3.24 -6.16 -0.5384
N -0.285 -0.248 2.377 -2.00 2.51 -9.08 0.0899
N -1.408 0.590 2.250 1.42 -1.05 4.83 -0.4545
N -1.559 1.049 1.137 1.70 -1.43 -3.95 -0.2222
```
Forces are in eV/Å.

## Properties
Gap between HOMO and LUMO (eV): 9.69
Total energy (Eh): -374.836402
Energy relative to the best compared isomer or geometry (same formula, charge and spin) (eV): 6.1216
HOMO (eV): -8.781

=====

DFT (ωB97M-V with the def2-TZVPD basis set) results for a 2-piece molecular cluster, C4H6N4 overall in a non-equilibrium geometry.

The geometry in XYZ format:
```
14
Properties=species:S:1:pos:R:3:forces:R:3:mulliken_charge:R:1
C -0.020 -0.723 -0.570 -3.15 -0.80 -0.65 0.4895
C 0.592 1.561 1.994 0.19 -1.90 1.27 -0.4104
C 0.969 -0.906 -1.653 -0.90 0.88 -0.69 -0.3301
C 1.571 -0.775 -2.701 2.35 2.08 -1.87 -0.0580
H -2.263 -0.340 0.850 -0.10 -1.18 -1.03 0.2816
H -3.268 -0.798 -0.538 3.10 -0.97 2.15 0.2946
H 1.526 0.477 0.118 -2.08 -3.73 1.92 0.3078
H 1.697 1.352 2.005 -0.49 1.14 0.14 0.2674
H 0.005 2.113 2.815 1.19 -0.38 -1.75 0.2554
H 2.298 -0.259 -3.611 -2.68 -2.31 3.23 0.2926
N -2.331 -1.063 0.070 -2.00 3.01 -0.87 -0.5666
N -1.292 -0.910 -0.837 2.56 -0.70 -0.41 -0.2491
N 0.560 -0.389 0.689 4.81 5.42 -1.85 -0.2690
N -0.045 0.659 1.372 -2.81 -0.56 0.42 -0.3057
```
Forces are in eV/Å.

## Properties
Gap between HOMO and LUMO (eV): 8.85
Total energy (Eh): -374.746985
Energy relative to the best compared isomer or geometry (same formula, charge and spin) (eV): 8.5548
HOMO (eV): -8.564

=====

DFT (ωB97M-V with the def2-TZVPD basis set) results for one molecule with the formula C4H6N4 in a non-equilibrium geometry.

The geometry in XYZ format:
```
14
Properties=species:S:1:pos:R:3:forces:R:3:mulliken_charge:R:1
H -2.696 1.072 -1.090 -0.56 -0.02 -0.06 0.2049
N -2.092 0.325 -0.759 -0.14 0.87 -0.69 -0.5662
C -0.908 0.787 -0.733 0.99 0.43 0.83 -0.2453
N -0.420 2.080 -1.064 1.54 -0.37 1.27 -0.4400
C 0.076 -0.178 -0.170 -0.02 -0.73 0.32 0.8562
C -0.338 -1.461 0.382 -0.56 -2.10 2.00 -0.2367
C -0.465 -2.460 1.105 -0.22 1.83 -1.61 -0.1444
N 1.288 0.168 -0.030 0.96 1.54 -0.41 -0.1253
N 2.188 -0.649 0.495 -0.01 -1.45 1.35 -0.5809
H -1.119 2.766 -1.307 0.06 -0.08 0.15 0.2158
H 0.460 2.478 -0.551 -2.46 -1.49 -1.39 0.2698
H -0.763 -3.350 1.676 0.46 0.94 -0.66 0.3758
H 1.775 -1.350 1.139 0.38 0.23 -0.61 0.1524
H 3.014 -0.228 0.908 -0.40 0.41 -0.49 0.2641
```
Forces are in eV/Å.

## Properties
Gap between HOMO and LUMO (eV): 9.61
Total energy (Eh): -374.933503
Energy relative to the best compared isomer or geometry (same formula, charge and spin) (eV): 3.4794
SMILES: [H]/N=C(N)/C(C#C)=N/N
HOMO (eV): -8.834

=====

DFT (ωB97M-V with the def2-TZVPD basis set) results for one molecule with the formula C4H6N4 in a non-equilibrium geometry.

The geometry in XYZ format:
```
14
Properties=species:S:1:pos:R:3:forces:R:3:mulliken_charge:R:1
H -0.129 -1.161 3.396 -0.33 3.59 -2.01 0.2974
N -0.181 -0.265 2.645 -0.41 -2.49 4.19 -0.5772
C -0.012 -0.867 1.571 1.75 -1.71 -2.45 0.0537
N 0.146 -0.126 0.367 -1.24 -0.69 1.74 0.2719
N 0.012 1.257 0.443 0.49 3.62 -2.88 -0.4228
C 0.036 1.609 -0.958 -1.74 0.60 -0.76 -0.1257
N 0.000 0.657 -1.850 -0.22 1.25 4.18 -0.4495
C -0.020 -0.445 -0.970 0.87 -4.05 -3.35 0.3680
C 0.027 -1.654 -1.627 -0.14 3.31 -1.63 -0.8691
H 0.270 -1.979 1.595 -0.70 1.62 -1.19 0.2407
H -0.530 1.912 1.077 0.66 -2.22 -0.59 0.2982
H -0.212 2.565 -1.445 0.73 0.34 1.51 0.3644
H 0.025 -1.432 -2.793 0.13 -1.18 2.78 0.2572
H 0.543 -2.422 -1.157 0.16 -1.99 0.47 0.2928
```
Forces are in eV/Å.

## Properties
Gap between HOMO and LUMO (eV): 8.14
Total energy (Eh): -374.894777
Energy relative to the best compared isomer or geometry (same formula, charge and spin) (eV): 4.5332
SMILES: [H]/N=C/N1NC=NC1=C
HOMO (eV): -7.428

=====

DFT (ωB97M-V with the def2-TZVPD basis set) results for one molecule with the formula C4H6N4 in a non-equilibrium geometry.

The geometry in XYZ format:
```
14
Properties=species:S:1:pos:R:3:forces:R:3:mulliken_charge:R:1
C -2.596 -0.578 -0.348 0.66 1.03 0.95 -0.9850
C -1.328 0.027 0.418 -1.96 3.13 1.76 0.0498
C -0.601 1.536 0.067 -0.82 -6.55 -5.35 -0.6846
N 0.575 0.679 -0.128 -0.65 1.35 1.02 0.4079
N 1.992 0.660 -0.164 -5.52 -3.59 -0.66 -0.4390
N 2.031 -0.639 -0.150 3.95 -1.58 1.71 -0.2211
N 0.926 -1.384 0.223 0.47 -0.36 -1.59 -0.3930
C -0.052 -0.526 0.123 5.73 2.94 -0.56 0.3476
H -2.544 -0.579 -1.557 -0.14 0.59 3.10 0.2841
H -2.547 -1.641 -0.040 -0.52 0.47 -0.22 0.3008
H -3.453 -0.031 0.205 0.81 -1.19 -1.77 0.3099
H -1.293 0.278 1.593 -1.26 -1.60 -2.28 0.2915
H -0.834 1.775 -0.952 -0.85 1.19 -0.16 0.3212
H -0.537 2.232 0.733 0.10 4.18 4.04 0.4100
```
Forces are in eV/Å.

## Properties
Gap between HOMO and LUMO (eV): 10.23
Total energy (Eh): -374.843066
Energy relative to the best compared isomer or geometry (same formula, charge and spin) (eV): 5.9403
SMILES: C[C@@H]1Cn2nnnc21
HOMO (eV): -9.675

=====

DFT (ωB97M-V with the def2-TZVPD basis set) results for C4H6N4 as an isolated structure in a non-equilibrium geometry.

The geometry in XYZ format:
```
14
Properties=species:S:1:pos:R:3:forces:R:3:mulliken_charge:R:1
C 0.142 1.729 -0.006 0.48 1.51 3.61 -0.8555
C 1.089 -0.659 -0.134 -0.80 -0.77 1.70 0.4553
C 0.190 -2.032 0.083 4.81 -0.87 0.54 0.0185
C -1.171 -0.424 -0.033 -0.09 1.71 -0.83 0.4764
H 0.152 2.223 1.317 0.59 -1.15 -4.16 0.1960
H -0.823 2.218 -0.328 1.25 -1.05 -0.23 0.3446
H 1.097 1.968 -0.620 -1.80 0.02 1.23 0.3029
H 2.557 0.425 0.039 0.44 0.41 -0.65 0.2478
H 0.724 -3.048 0.544 -1.59 2.58 -1.94 0.2861
H -3.098 -0.537 -0.462 2.65 1.62 0.85 0.2922
N 0.067 0.290 0.177 -0.55 -1.67 -1.42 0.0788
N 2.353 -0.511 -0.303 -1.93 -0.52 0.92 -0.6824
N -1.023 -1.791 -0.044 -0.31 -1.53 1.01 -0.5365
N -2.258 0.149 -0.229 -3.16 -0.27 -0.64 -0.6241
```
Forces are in eV/Å.

## Properties
Gap between HOMO and LUMO (eV): 9.09
Total energy (Eh): -374.934031
Energy relative to the best compared isomer or geometry (same formula, charge and spin) (eV): 3.4650
HOMO (eV): -9.335

=====

DFT (ωB97M-V with the def2-TZVPD basis set) results for one molecule with the formula C4H6N4 in a non-equilibrium geometry.

The geometry in XYZ format:
```
14
Properties=species:S:1:pos:R:3:forces:R:3:mulliken_charge:R:1
C 3.366 0.012 0.128 -1.86 1.02 0.76 -0.5950
N 1.917 -0.412 -0.088 -1.85 2.34 0.93 -0.3173
N 1.059 0.528 -0.148 5.29 -0.45 0.45 -0.2540
C -0.222 0.193 -0.130 -3.58 0.36 1.10 0.2483
C -1.241 1.094 -0.011 -4.60 4.61 1.05 0.1139
N -2.455 0.411 0.123 -2.26 -0.78 -2.18 -0.2015
C -2.099 -0.993 0.073 1.94 3.84 -0.53 -0.2220
N -0.791 -1.013 0.028 -0.60 -3.35 -0.80 -0.5059
H 3.652 0.758 -0.638 -0.02 -0.17 0.59 0.2480
H 3.652 -0.965 -0.169 2.19 -0.58 0.45 0.3280
H 3.610 0.396 1.260 -0.72 -1.26 -2.93 0.2203
H -1.668 2.290 0.236 2.81 -3.23 -1.21 0.2341
H -3.450 0.891 -0.278 3.83 -1.94 1.82 0.3341
H -2.734 -1.808 -0.172 -0.58 -0.40 0.51 0.3689
```
Forces are in eV/Å.

## Properties
Gap between HOMO and LUMO (eV): 8.85
Total energy (Eh): -374.887215
Energy relative to the best compared isomer or geometry (same formula, charge and spin) (eV): 4.7389
SMILES: C/N=N/c1c[nH]cn1
HOMO (eV): -8.533

=====

DFT (ωB97M-V with the def2-TZVPD basis set) results for C4H6N4 as an isolated structure in a non-equilibrium geometry.

The geometry in XYZ format:
```
14
Properties=species:S:1:pos:R:3:forces:R:3:mulliken_charge:R:1
C -0.407 -0.336 0.236 -2.54 -2.72 1.09 0.4142
C -1.487 -0.978 -0.447 3.73 2.22 0.45 -0.4848
C -0.289 0.258 -1.862 -0.01 1.05 0.95 -0.1655
C 1.682 0.844 -0.256 2.13 -1.76 2.18 0.0939
H -1.310 -0.071 1.961 3.18 -0.27 -0.58 0.3121
H -0.303 -1.214 2.188 0.88 -2.52 -0.02 0.2564
H -2.146 -1.785 -0.007 0.62 1.41 -1.09 0.3089
H -0.093 0.896 -2.734 0.24 -0.57 0.53 0.3579
H 2.341 0.564 -1.179 -0.59 1.04 1.95 0.2922
H 1.110 1.261 1.780 3.99 -1.70 -3.24 0.3435
N -0.267 -0.395 1.664 -3.91 3.99 0.37 -0.6020
N -1.343 -0.475 -1.733 -1.08 -1.31 -1.00 -0.5786
N 0.353 0.461 -0.601 -1.59 -0.85 0.15 0.0103
N 2.159 0.970 0.989 -5.04 2.00 -1.75 -0.5584
```
Forces are in eV/Å.

## Properties
Gap between HOMO and LUMO (eV): 9.33
Total energy (Eh): -374.911482
Energy relative to the best compared isomer or geometry (same formula, charge and spin) (eV): 4.0786
HOMO (eV): -8.842

=====

DFT (ωB97M-V with the def2-TZVPD basis set) results for one molecule with the formula C4H6N4S in a non-equilibrium geometry.

The geometry in XYZ format:
```
15
Properties=species:S:1:pos:R:3:forces:R:3:mulliken_charge:R:1
N 1.243 -2.112 -0.293 0.93 -1.10 2.70 -0.6241
C 0.307 -0.998 -0.126 2.25 -0.93 1.20 0.6783
C -1.011 -1.186 0.169 1.36 -1.72 -0.47 -0.3960
C -1.894 -0.079 -0.019 -2.13 -0.27 -0.21 -0.0191
S -3.578 -0.161 -0.178 1.26 -0.46 0.31 -0.3317
N -1.347 1.161 -0.113 3.01 1.71 -0.31 -0.5387
C -0.037 1.369 -0.171 -2.73 -2.44 0.40 0.4056
N 0.516 2.616 -0.128 -0.43 1.29 0.78 -0.5534
N 0.883 0.294 -0.162 -1.36 0.14 -0.65 -0.1806
H 0.883 -3.080 0.275 1.37 3.84 -2.10 0.2981
H 2.341 -1.907 -0.036 -3.96 -0.57 -0.60 0.2536
H -1.239 -2.279 0.372 -0.50 1.76 -0.45 0.1766
H 1.197 2.480 0.603 0.69 1.03 0.12 0.2445
H -0.143 3.419 0.124 1.00 -1.97 -0.59 0.3194
H 1.881 0.464 -0.317 -0.76 -0.31 -0.12 0.2675
```
Forces are in eV/Å.

## Properties
Gap between HOMO and LUMO (eV): 7.42
Total energy (Eh): -773.192001
Energy relative to the best compared isomer or geometry (same formula, charge and spin) (eV): 1.0030
SMILES: Nc1cc(=S)nc(N)[nH]1
HOMO (eV): -7.435